No. 1
Here is a 4-piece molecular cluster, C21H49FN2O11S6 overall at a distorted geometry from the Open Molecules 2025 dataset. Energies are from the ωB97M-V functional and the def2-TZVPD basis.

Last column: Mulliken charge in e.
Atoms and positions in Å:
C: 0.331 0.707 -5.356  -1.1327
C: -0.473 0.296 -4.106  -0.4881
N: 0.264 -0.360 -3.016  0.4674
C: 1.320 0.465 -2.427  0.6026
C: 0.778 1.227 -1.212  -1.2313
C: 0.621 -1.705 -3.276  -0.0081
S: -0.218 -2.895 -2.557  -0.1879
S: 1.848 -2.243 -4.464  -0.1394
C: 3.401 -1.314 -4.271  -0.7562
C: 4.432 -2.008 -3.354  -0.4818
C: 4.652 -1.263 -2.022  -1.4090
N: 4.388 -2.034 -0.791  0.2890
C: 3.079 -2.750 -0.787  0.2581
C: 2.319 -2.742 0.568  1.0172
C: 2.916 -1.765 1.574  -1.7768
C: 2.161 -4.168 1.143  -1.6238
S: 5.684 -2.949 -0.410  1.1201
O: 6.697 -2.128 0.162  -0.6182
O: 6.061 -3.841 -1.456  -0.6225
F: 5.065 -3.796 0.732  -0.1962
H: -0.245 0.494 -6.252  0.3175
H: 0.476 1.789 -5.336  0.3706
H: 1.324 0.271 -5.399  0.2034
H: -0.933 1.183 -3.671  0.2057
H: -1.306 -0.354 -4.368  0.4920
H: 1.795 1.152 -3.136  0.2758
H: 2.102 -0.207 -2.080  -0.7508
H: 1.335 2.138 -1.005  0.3983
H: 0.825 0.568 -0.345  0.2435
H: -0.278 1.449 -1.359  0.1722
H: 3.256 -0.276 -3.988  0.3283
H: 3.822 -1.283 -5.276  0.4645
H: 4.182 -3.055 -3.211  0.3739
H: 5.384 -1.992 -3.883  0.5348
H: 5.691 -0.939 -1.966  0.6207
H: 4.058 -0.354 -1.944  0.7300
H: 2.462 -2.233 -1.517  -1.3021
H: 3.234 -3.760 -1.172  0.5689
H: 1.313 -2.384 0.336  0.5099
H: 3.942 -1.999 1.841  0.2219
H: 2.895 -0.759 1.160  0.2282
H: 2.277 -1.741 2.455  0.5827
H: 1.138 -4.334 1.478  0.4030
H: 2.797 -4.273 2.023  0.3652
H: 2.443 -4.946 0.438  0.3647
C: 2.688 3.952 5.143  -1.0077
C: 3.101 3.641 3.718  -0.2972
O: 4.248 2.768 3.641  -0.2715
S: 4.031 1.229 3.986  1.1610
C: 5.586 0.644 3.409  -1.0086
O: 2.985 0.717 3.153  -0.5486
O: 3.965 1.064 5.404  -0.6360
H: 2.328 3.062 5.656  0.3013
H: 1.888 4.692 5.144  0.3910
H: 3.534 4.340 5.710  0.2685
H: 2.277 3.209 3.148  0.2894
H: 3.406 4.553 3.209  0.2796
H: 5.645 0.788 2.333  0.3086
H: 5.634 -0.416 3.652  0.3727
H: 6.376 1.184 3.924  0.3935
C: -6.781 3.654 -2.699  -0.9737
C: -5.341 3.640 -2.227  -0.3714
O: -4.953 2.383 -1.637  -0.2247
S: -4.715 1.147 -2.612  1.1864
C: -3.972 0.067 -1.443  -0.5808
O: -3.746 1.528 -3.599  -0.6150
O: -5.979 0.607 -3.007  -0.6267
H: -6.937 2.960 -3.523  0.3010
H: -7.051 4.654 -3.039  0.3962
H: -7.451 3.359 -1.891  0.2187
H: -4.653 3.890 -3.036  0.3433
H: -5.198 4.377 -1.439  0.2810
H: -3.022 0.488 -1.125  0.1788
H: -3.812 -0.887 -1.941  0.4033
H: -4.646 -0.059 -0.599  0.1015
C: -4.290 -0.608 5.125  -0.9630
C: -5.277 -1.522 4.429  -0.3482
O: -6.426 -0.818 3.905  -0.2868
S: -6.223 0.066 2.602  1.2667
C: -7.922 0.369 2.265  -0.9235
O: -5.674 -0.761 1.568  -0.6541
O: -5.593 1.301 2.951  -0.6282
H: -3.827 0.086 4.426  0.2932
H: -3.500 -1.201 5.588  0.3843
H: -4.789 -0.018 5.893  0.2610
H: -4.803 -2.088 3.626  0.3196
H: -5.687 -2.240 5.136  0.2714
H: -8.408 -0.571 2.020  0.3126
H: -7.957 1.050 1.417  0.3409
H: -8.374 0.831 3.139  0.3352

**SMILES**: CCN(CC)C(=S)SCCCN(CC(C)C)S(=O)(=O)F.CCOS(C)(=O)=O.CCOS(C)(=O)=O.CCOS(C)(=O)=O
**DFT total energy**: -115800.580 eV


No. 2
Here is one molecule with the formula C14H16N4O9S3 at a distorted geometry from the Open Molecules 2025 dataset. Energies are from the ωB97M-V functional and the def2-TZVPD basis.

Last column: Mulliken charge in e.
Atoms and positions in Å:
N: 2.314 -3.144 -3.232  -0.5016
C: 3.241 -2.166 -2.883  0.4644
C: 4.503 -2.207 -3.467  -0.5618
C: 5.436 -1.280 -3.162  0.6035
N: 6.640 -1.377 -3.822  -0.5110
C: 5.155 -0.290 -2.198  -0.2822
S: 6.349 0.943 -1.723  1.2641
O: 7.603 0.890 -2.444  -0.6927
O: 5.784 2.279 -1.712  -0.5983
O: 6.622 0.520 -0.177  -0.4972
C: 3.938 -0.291 -1.552  -0.2415
C: 2.944 -1.208 -1.920  -0.1096
N: 1.669 -1.215 -1.313  -0.1422
N: 1.527 -0.581 -0.238  -0.2747
C: 0.287 -0.610 0.411  0.1556
C: 0.207 -0.146 1.732  -0.4533
C: -1.005 -0.086 2.405  -0.5633
C: -2.204 -0.502 1.736  -0.1415
S: -3.828 -0.426 2.579  1.4352
O: -4.738 -1.444 2.049  -0.6735
O: -3.705 -0.526 4.028  -0.6900
C: -4.330 1.246 2.143  -0.8329
C: -5.697 1.598 2.692  -0.5395
O: -5.970 2.845 2.062  -0.2147
S: -7.611 3.153 2.118  1.2131
O: -7.946 4.458 1.543  -0.6461
O: -8.425 2.073 1.531  -0.5587
O: -7.895 3.380 3.669  -0.4424
C: -2.106 -0.985 0.443  -0.5797
C: -0.881 -1.052 -0.215  -0.2559
H: 1.604 -3.316 -2.523  0.2412
H: 2.657 -3.910 -3.802  0.1966
H: 4.720 -2.944 -4.243  0.2566
H: 6.948 -2.339 -4.072  0.2205
H: 7.319 -0.721 -3.483  0.2786
H: 7.165 1.265 0.117  0.3796
H: 3.743 0.408 -0.720  0.4066
H: 1.124 0.112 2.224  0.4473
H: -1.043 0.253 3.412  0.4690
H: -4.288 1.322 1.072  0.4353
H: -3.577 1.944 2.495  0.4164
H: -6.471 0.823 2.433  0.4721
H: -5.698 1.660 3.804  0.3550
H: -8.210 4.315 3.524  0.3880
H: -2.979 -1.361 -0.098  0.3893
H: -0.889 -1.360 -1.223  0.5162

**SMILES**: Nc1cc(N)c(S(=O)(=O)O)cc1/N=N/c1ccc(S(=O)(=O)CCOS(=O)(=O)O)cc1
**DFT total energy**: -71667.880 eV


No. 3
Here is C53H38N12ORhS5 as an isolated structure from the Open Molecules 2025 dataset. Energies are from the ωB97M-V functional and the def2-TZVPD basis.

Last column: Mulliken charge in e.
Atoms and positions in Å:
Rh: 0.691 -2.091 1.468  -0.5077
N: 0.563 -0.174 2.098  0.2052
S: 0.335 1.240 2.030  1.9793
N: -0.629 1.853 0.808  0.0849
S: -0.142 2.072 -0.625  0.6942
N: 0.533 0.924 -1.396  0.0685
S: -0.070 -0.588 -1.538  1.2197
N: 0.205 -1.596 -0.527  0.4298
C: 0.647 -1.021 -3.105  0.0136
C: 1.449 -0.163 -3.842  -0.4201
C: 2.046 -0.637 -5.003  -0.7459
C: 1.829 -1.942 -5.417  -0.6599
C: 1.010 -2.788 -4.679  -0.7752
C: 0.418 -2.332 -3.514  -0.1679
C: -1.804 -0.387 -1.921  -0.1815
C: -2.261 -0.168 -3.214  -0.1566
C: -3.628 -0.075 -3.432  -0.9521
C: -4.515 -0.201 -2.371  -0.8547
C: -4.043 -0.433 -1.086  -0.6452
C: -2.680 -0.529 -0.857  0.5141
C: 1.004 3.414 -0.787  1.0286
C: 2.245 3.234 -1.372  -0.1637
C: 3.096 4.328 -1.461  -0.9153
C: 2.697 5.563 -0.976  -0.6777
C: 1.440 5.726 -0.402  -0.7855
C: 0.583 4.648 -0.302  -1.0142
C: -1.569 2.713 -1.457  0.7253
C: -1.403 3.051 -2.795  -1.0982
C: -2.473 3.595 -3.481  -0.7791
C: -3.686 3.792 -2.829  -0.7048
C: -3.831 3.455 -1.492  -0.8052
C: -2.764 2.912 -0.788  -0.0423
C: -0.597 1.927 3.379  0.3881
C: -0.468 1.269 4.592  -0.3034
C: -1.154 1.762 5.695  -0.8636
C: -1.937 2.899 5.580  -0.6842
C: -2.048 3.557 4.359  -0.8913
C: -1.378 3.073 3.248  -0.3136
C: 1.849 2.168 2.003  -0.0499
C: 1.939 3.466 2.492  -0.5656
C: 3.168 4.102 2.460  -0.8343
C: 4.281 3.441 1.953  -0.9088
C: 4.178 2.141 1.482  -0.4266
C: 2.954 1.489 1.508  0.3315
H: 1.607 0.851 -3.509  0.2351
H: 2.687 0.015 -5.580  0.4710
H: 2.304 -2.305 -6.318  0.4059
H: 0.840 -3.804 -5.007  0.4553
H: -0.215 -2.979 -2.919  0.5321
H: -1.566 -0.079 -4.038  0.5650
H: -4.001 0.086 -4.434  0.4555
H: -5.579 -0.119 -2.549  0.4379
H: -4.737 -0.548 -0.263  0.5594
H: -2.283 -0.715 0.129  -0.1883
H: 2.538 2.258 -1.731  0.5074
H: 4.074 4.208 -1.907  0.5036
H: 3.369 6.407 -1.041  0.4344
H: 1.132 6.694 -0.031  0.4731
H: -0.403 4.758 0.134  0.2755
H: -0.447 2.898 -3.283  0.3847
H: -2.363 3.867 -4.522  0.4924
H: -4.522 4.216 -3.369  0.4309
H: -4.776 3.615 -0.991  0.5085
H: -2.846 2.644 0.256  0.4251
H: 0.178 0.405 4.680  0.1124
H: -1.062 1.251 6.644  0.5014
H: -2.463 3.280 6.445  0.4091
H: -2.657 4.446 4.276  0.4697
H: -1.464 3.566 2.290  0.3131
H: 1.074 3.969 2.904  0.4888
H: 3.262 5.108 2.846  0.4746
H: 5.242 3.938 1.942  0.4173
H: 5.054 1.616 1.126  0.4554
H: 2.854 0.458 1.189  -0.1283
S: -4.456 -7.153 -0.129  0.1693
N: -2.853 -7.231 -0.266  -0.6813
C: -2.369 -6.102 0.228  0.6845
C: -0.961 -5.748 0.314  0.3488
C: 0.100 -6.596 -0.030  -0.5987
C: 1.390 -6.159 0.166  -1.2645
C: 1.613 -4.862 0.637  -0.3273
N: 0.609 -4.042 0.901  0.6710
C: -0.661 -4.488 0.804  -0.2761
C: -1.697 -3.588 1.318  -0.0759
N: -1.268 -2.424 1.852  0.7525
C: -2.141 -1.612 2.428  -0.4299
C: -3.504 -1.915 2.478  -1.1207
C: -3.962 -3.077 1.900  -0.6702
C: -3.038 -3.943 1.307  0.6493
C: -3.377 -5.223 0.703  0.4402
N: -4.602 -5.703 0.557  -0.6570
H: -0.113 -7.581 -0.422  0.5826
H: 2.235 -6.799 -0.039  0.4817
H: 2.608 -4.474 0.801  0.5705
H: -1.737 -0.707 2.859  0.5024
H: -4.176 -1.235 2.982  0.5910
H: -5.011 -3.342 1.910  0.5765
N: 2.776 -2.604 -1.128  0.2368
C: 3.357 -2.060 -0.026  1.1271
O: 2.681 -1.881 1.047  -0.3333
C: 4.718 -1.729 -0.078  0.3709
C: 5.397 -1.861 -1.316  -0.4585
N: 5.906 -1.928 -2.349  -0.6483
C: 5.380 -1.169 1.044  0.0346
N: 5.908 -0.686 1.947  -0.6814
H: 3.311 -2.667 -1.978  0.2905
H: 1.769 -2.558 -1.176  -0.2414
S: 1.298 -3.050 3.500  -0.2688
C: 1.816 -1.703 4.380  0.5802
N: 2.142 -0.795 5.013  -0.5939

**Relative energy (zero: lowest compared OMol25 entry of this formula, charge and spin)**: 7.7 kJ/mol
**Charge**: +1
**DFT total energy**: -132681.089 eV


No. 4
Here is a 2-piece molecular cluster, C2H4ClN overall at a distorted geometry from the Open Molecules 2025 dataset. Energies are from the ωB97M-V functional and the def2-TZVPD basis.

Last column: Mulliken charge in e.
Atoms and positions in Å:
C: 0.367 -0.206 -0.790  -0.3332
C: -0.645 0.140 0.159  0.1275
N: 0.142 -1.033 0.412  -0.4861
Cl: -2.239 0.310 0.018  -0.1145
H: 0.185 -0.556 -1.755  0.2642
H: 1.205 0.379 -0.844  0.2295
H: 0.190 1.947 1.507  0.0221
H: 0.795 -0.983 1.292  0.2904

**Relative energy (zero: lowest compared OMol25 entry of this formula, charge and spin)**: 565.4 kJ/mol
**DFT total energy**: -16145.217 eV


Q: DFT total energy of number 3 (C53H38N12ORhS5)?
A: -132681.089 eV